#i
Entry from the OMol25 dataset: a structure of composition C5H5FN (ωB97M-V/def2-TZVPD).

```
! RIJCOSX wB97M-V def2-TZVPD def2/J DEFGRID3
* xyz 1 1
C 0.570 -0.421 -1.170
C -2.147 0.715 1.045
H 1.320 0.482 -1.006
H -0.252 -0.020 1.444
H -2.895 1.583 1.793
H 0.941 -1.243 -0.456
H 0.516 -0.696 -2.187
C -1.008 0.136 0.746
C -1.556 0.380 -1.632
C -0.713 0.003 -0.559
F -2.355 -0.383 -2.328
N -3.285 1.035 0.995
*
```

Kohn-Sham gap (spin up / spin down) = 8.30 / 8.30 eV

Atomic partial charges in e from the natural (NBO) method, atoms 1 to 4: -0.654, 0.536, 0.293, 0.299

=====

#ii
Entry from the OMol25 dataset: the ion C5H5FN with charge +1 (ωB97M-V/def2-TZVPD).

```
! RIJCOSX wB97M-V def2-TZVPD def2/J DEFGRID3
* xyz 1 1
H -1.861 0.677 -1.302
C 0.993 -0.189 1.765
H 0.378 1.849 0.938
H -0.705 -0.215 -2.290
H -0.392 1.474 -1.833
H 1.561 0.081 2.643
C -0.795 0.520 -1.491
C 0.393 0.782 0.794
N 0.801 -1.398 1.427
C 0.061 -1.304 0.106
F -0.318 -2.345 -0.495
C -0.117 0.069 -0.262
*
```

Kohn-Sham gap = 7.36 eV
SMILES = CC1=CC=[N+]=C1F

Atomic partial charges in e from the natural (NBO) method, atoms 1 to 4: 0.266, 0.180, 0.264, 0.255

=====

Stability check: which of them is most stable? #ii.